(1)
59
Properties=species:S:1:pos:R:3:nbo_charge:R:1 method="wB97M-V/def2-TZVPD" fmax_ev_per_a=0.948 gap_ev=8.695 e_lumo_ev=0.6 smiles="CCOC(=O)CSc1nc2ccccc2c(=O)n1CCCCCC(=O)NCc1ccco1" energy_ev=-49833.9373
H 1.3842 0.6841 2.9397 0.23
H 2.6659 -2.2535 -2.9607 0.23
H 1.3998 -1.1347 4.6931 0.23
C 0.4880 1.1825 3.3091 -0.42
C -1.8073 -1.8320 -1.9530 -0.31
C -3.4837 2.2436 -2.2841 -0.24
H 3.0531 2.2872 -1.6301 0.25
H -0.3934 1.5289 -3.4947 0.22
O 2.2291 0.4511 -2.9707 -0.52
H -2.8009 -0.3340 -0.6431 0.21
O -2.2924 2.7803 1.7472 -0.61
C 3.0723 1.3968 -1.0046 -0.62
H -0.5277 3.0666 3.0219 0.25
H 0.7533 -4.0209 0.4013 0.20
C 1.5652 -0.5701 -3.7216 -0.08
C -0.4199 -2.3970 -0.3082 0.30
H -0.2588 -3.4176 -2.2264 0.22
H -0.7483 -0.1457 2.1598 0.22
H 4.0985 1.0640 -0.8435 0.26
C -3.1678 2.4309 -0.9581 -0.16
H 1.9408 -2.5104 -4.5533 0.21
H -4.5034 2.3555 -2.6199 0.22
C 0.2751 2.4939 2.5490 -0.23
C 0.6344 -2.9481 0.5961 -0.28
C 0.7393 1.9645 0.1955 0.34
C 1.1685 -1.9887 2.7762 0.69
H 1.1968 3.0828 2.5499 0.21
N 0.4533 1.7968 -1.0492 -0.55
C -0.7159 0.2507 3.1768 -0.43
H 0.6464 -0.8526 -3.1971 0.21
H -2.7408 1.7777 -4.2402 0.22
C -0.8431 1.9437 -1.4485 0.18
H -2.3127 -1.7796 -2.8957 0.23
H 0.6477 1.4382 4.3583 0.21
N -0.1447 2.2969 1.1718 -0.44
O 1.8385 -0.6779 -1.0695 -0.63
O 2.2730 -1.6373 2.4186 -0.63
H 1.3249 -0.1022 -4.6787 0.19
C -1.5036 2.4757 0.8753 0.66
H -3.9174 2.6929 -0.2263 0.24
H 0.4878 -2.6460 4.6921 0.23
H 3.3884 -1.5042 -4.3940 0.21
H 1.5874 -2.4437 0.3965 0.28
C -0.7338 -2.6889 -1.6024 -0.33
C -0.6888 -0.9116 4.1705 -0.38
C -1.1778 1.7695 -2.7959 -0.22
H -0.8509 -0.5271 5.1803 0.21
H -1.6338 0.8214 3.3369 0.22
C 2.2729 0.2792 -1.6499 0.84
C -2.0709 -1.0916 -0.8457 0.07
C -2.4840 1.9147 -3.1999 -0.18
S 2.4203 1.7761 0.6382 0.31
C 2.4522 -1.7906 -3.9207 -0.64
O -1.2334 -1.4247 0.1540 -0.42
N 0.3382 -2.7091 1.9880 -0.61
H -0.5955 -2.9126 2.3065 0.39
H -1.5250 -1.5778 3.9426 0.20
C -1.8477 2.2821 -0.5263 -0.16
C 0.6282 -1.6978 4.1673 -0.50



(2)
88
Properties=species:S:1:pos:R:3:mulliken_spin:R:1 method="wB97M-V/def2-TZVPD" fmax_ev_per_a=5.193 gap_ev="5.888 / 3.862" e_lumo_ev="-6.1 / -9.6" s2=8.776 charge=+2 energy_ev=-62579.8660 spin_multiplicity=6
H 1.9529 0.3612 1.3432 0.01
C 0.2765 -1.0595 2.2389 0.52
H -0.6535 -4.6764 -6.4326 0.00
H -3.2004 3.2684 0.8726 0.00
H -0.1415 -0.0641 2.0701 0.13
H -4.0841 2.4631 2.9671 0.00
C 2.3481 -0.4913 0.7647 0.18
C 3.4587 3.2973 -0.0245 0.00
C 1.5976 2.1972 -1.1299 0.06
H -0.5594 2.6977 1.1729 0.01
H -3.2233 -3.0807 1.8977 0.01
H -0.5095 -1.8353 2.2408 0.12
C -1.5607 -3.0649 -5.3434 -0.01
H -2.2076 -1.4880 -3.9895 0.00
C 0.5820 -4.1363 -4.7433 0.00
C -0.5462 -4.0107 -5.5796 0.03
C -2.6781 0.5503 4.2262 0.01
C 0.6920 -3.3044 -3.6290 0.07
C 1.7573 0.9819 -3.7122 0.06
H 3.5979 1.3817 -0.9983 0.00
H 3.0517 5.2482 0.7958 0.00
C -1.0650 2.8838 3.1989 0.00
H 1.9809 -0.5157 -6.8084 0.00
H 2.0266 -2.4753 4.9265 0.00
C 3.2313 2.2219 -5.2456 -0.01
C -3.2399 0.5090 3.0047 0.00
H 0.0056 2.9191 3.4805 0.00
H -1.1232 2.0132 -2.6554 0.00
H -0.2401 -0.4712 5.1241 -0.01
P -0.4157 -1.4566 -1.8635 0.26
C -2.1625 -2.4012 0.1576 0.18
C 2.6427 4.3982 0.2536 0.03
H -2.4485 -2.9697 -5.9879 0.00
C 1.5006 0.0983 -4.7841 0.03
H 1.3543 -4.8946 -4.9461 0.00
H 2.1421 -0.7728 3.2425 0.02
H -3.3882 2.0470 5.6055 0.00
H 0.7835 -0.7141 -4.6607 0.02
H 1.4598 -0.2055 5.4687 0.00
Ir 0.8003 -1.3581 -0.0906 2.18
H -2.8953 3.7025 4.0445 0.00
H 2.7245 2.8663 -3.2633 0.01
H 3.9019 3.0663 -5.4151 0.00
C -2.0317 3.0788 4.3398 0.00
C 1.3178 4.4099 -0.1865 -0.01
C -0.7884 1.0486 -2.2431 0.03
H -4.5750 1.3971 1.6373 0.00
C -2.4635 1.7849 5.0503 0.00
C -1.4483 -2.2374 -4.2364 0.03
H -2.4751 1.7368 0.4400 0.00
C -3.7172 1.7123 2.2462 0.00
C 1.1359 -1.0990 3.5306 -0.04
C 2.5771 2.0882 -4.0105 0.02
C -0.3490 -2.3897 -3.3644 -0.03
C -2.3234 -3.1911 1.2652 0.08
C 1.2686 -2.4958 4.1346 0.02
P 0.9916 0.6761 -1.9636 0.35
C 2.9488 2.2226 -0.7419 0.04
H 0.6813 5.2723 0.0139 0.00
C 2.1513 0.2188 -6.0183 -0.02
C -1.3592 2.6845 1.9092 0.00
C 0.7063 -0.1663 4.6677 0.08
H -2.4411 -0.3790 4.7666 0.00
H -2.8995 -1.6970 -0.2044 0.02
H 2.8134 -1.2200 1.4386 0.06
C 0.1056 -3.4973 -0.1887 0.26
H -3.4216 -0.4719 2.5409 0.01
H -2.6481 -0.1791 -2.0704 0.00
H 4.4908 3.2621 0.3198 0.00
H -1.4921 3.6738 5.0955 0.00
H 1.5495 -3.3549 -2.9518 0.03
H -1.4760 -4.6576 2.6270 0.01
H -1.7122 1.5287 5.8182 0.00
H 0.6071 0.8809 4.3689 -0.02
H 1.5695 -3.2400 3.3971 0.00
C -1.3406 -4.1190 1.6771 0.14
H 0.5973 -4.9592 1.3091 -0.01
C -0.9195 -2.5119 -0.5005 -0.18
C 0.7876 3.3126 -0.8734 0.03
C -0.1655 -4.2677 0.9854 0.15
C -1.5572 -0.0696 -2.0542 0.01
H 0.3274 -2.8177 4.5912 0.00
H 0.7450 -3.8697 -0.9901 0.01
H -0.2522 3.3276 -1.2054 0.00
H 3.0330 -0.1619 -0.0125 0.03
C -2.6925 2.3814 1.3019 -0.01
H 3.5783 1.3550 -7.1989 0.00
C 3.0396 1.2734 -6.2515 0.03



Computed values of molar mass (unit: g/mol) for the preceding records, in sequence: 457.6, 769.0.